C5H9NO | ωB97M-V with the def2-TZVPD basis set

```
! RIJCOSX wB97M-V def2-TZVPD def2/J DEFGRID3
* xyz 0 1
C -1.26540 1.99155 -0.49624
N -0.81458 0.60065 -0.48780
C -1.17009 -0.05809 0.77888
C 0.26988 0.43710 0.46280
C 0.91740 -0.79307 0.34777
O 1.72793 -1.19941 1.32731
C 0.86546 -1.72556 -0.81137
H -2.26132 2.02605 -0.94474
H -0.58535 2.59837 -1.10430
H -1.33575 2.40957 0.52073
H 1.68337 -0.56176 2.05687
H -1.34045 -1.13666 0.61109
H 0.68011 1.25949 1.05187
H 0.85078 -2.76360 -0.46802
H 0.00189 -1.49985 -1.43636
H 1.77611 -1.58479 -1.40849
*
```

Energy above the lowest of the compared OMol25 structures with the same formula, charge and spin, eV: 5.108
Electronic energy, eV: -8864.1048
HOMO level, eV: -7.4
HOMO-LUMO gap, eV: 8.051

List of natural (NBO) charges in e, atom by atom: -0.417, -0.442, -0.279, -0.241, 0.522, -0.635, -0.686, 0.205, 0.189, 0.184, 0.494, 0.155, 0.214, 0.232, 0.267, 0.239